No. 1
Computed, not measured: a structure of composition C63H47KN8O5 in a non-equilibrium geometry, with wB97M-V/def2-TZVPD.

Each line ends with the Löwdin charge.
Element x y z (Å)
K1 0.0092 0.1686 0.2770  0.691
H1 6.6931 -0.5963 -3.3946  0.088
O1 -1.4648 -2.4176 -6.0123  0.053
C1 2.0065 5.8866 -4.0955  -0.128
C2 -5.0702 1.9389 0.1378  -0.207
O2 3.0795 -2.3022 0.6642  -0.063
N1 -2.9389 -4.0763 -5.5947  0.145
C3 -3.6278 1.8846 0.4116  -0.084
C4 -1.5363 -2.5834 7.5064  -0.110
C5 -2.6838 2.5200 -0.4581  -0.261
C6 4.8149 0.3746 -2.7407  -0.083
C7 -1.2214 -1.0610 5.1493  -0.234
H2 4.6399 -0.4674 0.6798  0.092
C8 -6.8449 1.3495 -1.3247  -0.115
C9 -6.0003 2.2941 1.1120  -0.058
H3 4.8261 2.6030 -0.1216  0.120
C10 6.6184 -0.0132 1.3205  -0.103
C11 4.6267 1.2096 2.0134  -0.201
H4 0.6200 3.6782 -6.1917  0.084
C12 5.4490 2.0207 2.8161  -0.049
C13 2.7283 -0.0619 3.8304  -0.015
H5 -5.5562 -1.7972 -2.0141  0.088
C14 -0.7187 -4.9098 0.7791  0.013
H6 -1.2048 -5.3451 -0.0679  0.109
C15 5.2508 0.1870 1.2598  -0.020
C16 -2.8385 -2.2787 -3.9705  -0.129
O3 -0.1657 0.1688 -5.2770  -0.068
C17 -0.7980 -6.8808 2.2670  -0.183
H7 3.3150 3.8526 -1.9353  0.096
H8 -1.9358 -2.7537 4.0997  0.120
H9 -4.8288 1.2289 -1.9270  0.110
H10 -4.0882 3.8248 -1.7344  0.113
H11 2.1661 5.6110 -6.1847  0.088
H12 2.4310 -1.9492 1.2318  -0.031
C18 1.7624 5.2106 -5.2608  -0.119
H13 4.8928 2.8207 3.3681  0.132
H14 -2.4839 -4.5365 -6.3824  0.111
H15 -3.7802 -0.9799 -0.5465  0.116
C19 3.1524 1.5002 1.9176  -0.061
C20 2.2861 0.8789 2.8097  -0.256
H16 -1.9143 4.7405 -2.7652  0.094
H17 0.4005 0.0469 -4.4833  0.019
C21 3.4958 0.1123 -2.4193  -0.004
H18 -2.2192 -4.1188 6.1614  0.095
C22 1.6237 5.3917 -2.8658  -0.045
H19 3.8082 -0.2175 3.9663  0.105
H20 -5.1786 0.3919 2.1823  0.084
O4 0.7761 -0.3659 -2.4786  -0.063
C23 -3.4762 -0.1541 3.4149  -0.003
H21 7.0036 -0.9132 0.8216  0.107
H22 -0.3910 0.4704 6.4113  0.147
C24 1.5809 -0.5679 4.3981  -0.080
C25 -1.0117 -1.2832 7.5488  -0.103
C26 3.7295 2.7141 -0.1507  -0.039
C27 -7.3515 2.0671 0.8803  -0.108
C28 5.6406 -0.6499 -3.1475  -0.122
N2 0.8945 0.9419 2.8108  0.099
H23 -0.3689 -0.6978 -5.5642  -0.044
C29 0.8023 4.2299 -2.8349  -0.174
C30 -3.1820 1.1905 1.5855  -0.268
C31 1.5935 3.0778 -0.7423  -0.284
H24 -3.1850 -4.6161 -4.7788  0.101
C32 2.9580 3.2127 -1.1422  -0.061
H25 -3.9305 -0.8978 4.0763  0.093
H26 -0.7887 -0.8768 8.5645  0.105
C33 -0.8405 3.3027 -1.3443  -0.223
C34 5.1087 -1.9190 -3.2387  -0.116
C35 2.9430 -1.1691 -2.5563  -0.137
C36 1.4903 -1.3583 -2.2436  -0.684
C37 3.7705 -2.2102 -2.9361  -0.033
N3 -0.9885 -7.9544 2.6466  0.137
C38 -4.5683 -1.7690 -2.4042  -0.048
H27 1.0137 -2.8925 3.6026  0.105
C39 0.1437 -4.8116 3.0236  -0.028
N4 -1.9606 1.0009 2.0568  0.071
N5 1.5101 2.5743 0.4490  0.133
H28 5.7872 -2.7251 -3.5530  0.091
C40 -1.9896 3.9747 -2.0323  -0.014
H29 1.9323 5.8382 -1.9366  0.112
C41 -0.9432 -0.2308 3.9735  -0.081
H30 5.1926 1.3791 -2.5598  0.099
H31 -8.8429 1.4262 -0.6322  0.091
C42 6.8334 1.8676 2.8024  -0.099
C43 -0.8704 -0.5581 6.3931  -0.054
C44 0.4997 -3.4890 2.8275  -0.089
C45 -5.4911 1.4697 -1.1154  -0.056
C46 7.4306 0.7799 2.1090  -0.109
C47 -4.1315 0.4379 2.4072  -0.057
H32 -4.9310 -2.5727 -4.4372  0.121
H33 -0.3316 -3.0549 -0.3291  0.085
H34 -7.1504 0.9599 -2.3290  0.107
H35 -0.8732 -2.0095 -3.1926  0.104
C48 -3.0708 3.4688 -1.4830  -0.052
H36 2.5985 -2.6659 -0.1448  0.049
C49 2.7918 2.2732 0.7994  -0.275
H37 8.5033 0.5562 2.0793  0.089
H38 0.3763 -5.3429 3.9414  0.119
C50 -7.7997 1.5781 -0.3299  -0.119
C51 -0.3045 -3.5729 0.6428  -0.106
H39 1.4786 -1.3492 5.1545  0.097
O5 1.1823 -2.4695 -1.7599  -0.055
H40 7.3501 2.6804 3.3236  0.089
C52 -4.1873 -2.2541 -3.6697  -0.031
C53 0.4960 0.0753 3.7418  -0.287
C54 -1.8711 -3.0914 6.2543  -0.102
H41 -0.1278 2.6942 -3.9270  0.124
H42 2.9298 0.9381 -2.0630  0.084
N6 -1.3684 2.4422 -0.3984  0.094
C55 -0.4982 -5.4961 2.0143  -0.245
C56 -2.3067 -2.9098 -5.2642  -0.461
C57 -3.5410 -1.4181 -1.5266  -0.135
H43 3.4117 -3.2590 -2.8972  0.120
C58 -2.0043 0.1863 3.1951  -0.197
N7 0.2771 -2.9027 1.6245  0.091
C59 0.4536 3.6154 -4.0466  -0.012
N8 -2.2641 -1.5413 -1.7758  0.118
H44 2.4945 6.8598 -4.1707  0.094
C60 -1.9340 -1.9232 -2.9830  -0.074
H45 -8.0047 2.4607 1.6349  0.088
C61 0.8760 4.1274 -5.2729  -0.062
H46 -5.6616 2.5812 2.0943  0.115
C62 -1.7598 -2.3313 5.0992  -0.057
H47 -1.6289 -3.2592 8.3395  0.083
C63 0.4803 3.5321 -1.5437  -0.055

Forces on atoms 1 to 3 (eV/Å):
K -0.076 0.212 -0.060
H 0.033 0.656 0.081
O -0.665 -0.388 0.953

Calculated values
multiplicity: 1
DFT total energy: -3843.22599 hartree
HOMO-LUMO gap: 4.98 eV
highest occupied orbital energy: -1.42 eV
LUMO: 3.55 eV
charge: -2

=====

No. 2
Computed, not measured: a cluster of 2 separate species, C3H11N3 in total in a non-equilibrium geometry, with wB97M-V/def2-TZVPD.

Each line ends with the natural charge from an NBO analysis.
Element x y z (Å)
N1 -3.4153 1.2234 -1.1579  -0.946
H1 1.7475 0.2946 0.8249  0.402
H2 -0.5329 1.4473 -1.8989  0.362
C1 2.9301 -1.3914 1.3225  0.039
H3 -2.3480 2.2658 0.2368  0.177
N2 2.0325 -0.6583 0.5453  -0.834
H4 1.9986 -3.3975 1.6281  0.202
N3 -1.0010 1.3157 -1.0031  -0.861
C2 -2.2336 2.0521 -0.8543  -0.041
C3 2.8445 -2.6612 1.7131  -0.565
H5 -4.1187 1.1993 -1.9498  0.386
H6 1.4111 -1.3733 0.2792  0.373
H7 -3.5881 0.2308 -0.8029  0.366
H8 -2.3152 2.9242 -1.5965  0.201
H9 3.8920 -0.6810 1.6790  0.172
H10 3.8109 -3.1240 1.8946  0.210
H11 -1.1141 0.3335 -0.8605  0.359

Forces on atoms 1 to 3 (eV/Å):
N -3.112 -2.789 -0.759
H -0.043 -1.257 -0.294
H -0.373 -0.048 0.260

Calculated values
multiplicity: 1
DFT total energy: -285.06885 hartree
HOMO-LUMO gap: 9.38 eV
highest occupied orbital energy: -8.36 eV
LUMO: 1.02 eV
charge: 0

=====

No. 3
Computed, not measured: a structure of composition C28H28N6O4SV in a non-equilibrium geometry, with wB97M-V/def2-TZVPD.

Each line ends with the Löwdin spin population.
Element x y z (Å)
H1 0.8676 3.8667 -0.6436  -0.001
O1 -0.1054 -1.6121 2.9620  0.001
N1 -3.8289 1.7185 -1.4919  0.000
H2 -1.1403 -2.3304 -4.1401  0.000
H3 3.0042 4.7369 0.3007  0.000
C1 3.9018 -4.2981 -1.5621  0.000
C2 3.3200 -1.8812 1.3139  0.000
H4 1.2495 -4.1359 -1.0340  0.000
C3 -1.0457 1.7483 4.0358  0.002
C4 -2.6251 2.3370 1.8312  -0.002
C5 2.6466 1.8762 2.0945  0.002
H5 -2.2501 4.4943 -1.4599  0.000
C6 2.1066 -0.7180 -2.6125  -0.001
H6 -3.4333 0.3626 2.0751  0.000
H7 -3.6525 0.7303 -1.3789  0.000
N2 0.8330 2.2041 0.5512  -0.001
C7 -2.7391 1.0984 2.4550  0.001
V1 -0.6762 0.8542 0.2163  0.970
C8 3.2220 -3.4667 -0.5080  0.000
O2 -2.0732 -0.5425 -0.0584  0.011
O3 2.0310 -0.5632 3.6367  0.000
C9 -1.4049 -1.4690 -2.1829  0.002
C10 3.2082 3.0526 1.6515  -0.010
H8 -4.2582 -1.7907 -0.3724  0.000
C11 2.5833 3.8095 0.6621  0.000
C12 1.8334 -3.4954 -0.3808  0.000
N3 0.9498 -1.3858 -2.9397  0.003
H9 -0.4158 1.5071 4.8831  0.000
O4 -1.6174 2.1482 -1.2386  0.012
H10 -3.9460 4.2419 -1.5694  0.000
H11 -1.6093 4.2325 1.8074  0.000
H12 -0.2023 3.7034 3.7678  0.000
C13 1.1893 -2.7262 0.5712  0.000
C14 1.9401 -1.9206 1.4165  0.000
C15 -2.7694 2.5478 -1.4421  0.001
H13 3.0987 1.2791 2.8692  0.000
S1 1.0878 -0.9021 2.5981  0.001
C16 -1.8132 -2.2189 -3.2960  0.001
H14 2.3956 0.8087 -1.0609  0.000
N4 0.4312 -0.0224 -1.3102  -0.002
C17 1.4258 1.4716 1.5212  -0.004
H15 0.8725 -2.1340 -3.6032  0.000
H16 -3.3417 -3.3663 -4.2584  0.000
H17 3.6318 -3.9492 -2.5627  0.000
C18 -3.0580 -2.8007 -3.3808  0.001
C19 3.9540 -2.6548 0.3518  0.000
C20 -3.9436 -2.6463 -2.3134  0.001
C21 -3.5821 -1.9070 -1.2118  0.000
N5 -3.0159 3.8722 -1.6496  0.000
C22 -1.7046 3.2711 2.2979  0.003
H18 4.1448 3.3886 2.0804  -0.001
H19 3.8903 -1.2668 1.9990  0.000
N6 0.6477 0.3890 1.7487  0.004
C23 -1.9447 0.8058 3.5557  0.001
C24 -0.9199 2.9778 3.4053  0.001
C25 -2.3155 -1.2695 -1.1001  0.003
H20 5.0350 -2.6316 0.2747  0.000
H21 -4.9228 -3.1088 -2.3493  0.000
H22 3.6009 -5.3446 -1.4915  0.000
H23 0.1110 -2.7493 0.6802  0.000
C26 1.3946 3.3341 0.1422  -0.008
C27 -0.0532 -0.9474 -2.1310  0.004
H24 -3.2836 2.5815 1.0084  0.000
H25 -2.0036 -0.1685 4.0192  0.000
H26 -4.7113 2.0118 -1.8681  0.000
C28 1.7715 0.1179 -1.6019  0.003
H27 3.0414 -0.9072 -3.1101  0.000
H28 4.9860 -4.2485 -1.4696  0.000

Forces on atoms 1 to 3 (eV/Å):
H 0.023 -0.016 0.023
O -0.087 0.003 -0.082
N 0.037 -0.133 0.043

Calculated values
multiplicity: 2
DFT total energy: -3055.60132 hartree
HOMO-LUMO gap (alpha / beta): 6.08 / 5.36 eV
highest occupied orbital energy (alpha / beta): -5.94 / -5.21 eV
LUMO (alpha / beta): 0.14 / 0.14 eV
charge: 0